# 1
Computed, not measured: a 2-piece molecular cluster, C22H20F overall, with ωB97M-V/def2-TZVPD.

Atoms and positions in Å:
1 C 0.35332 -0.47796 5.02879
2 C -0.82426 -0.63622 4.12441
3 C -0.96271 -1.69314 3.30389
4 C -2.09462 -1.96918 2.44507
5 C -2.05547 -3.09872 1.59352
6 C -3.11615 -3.39616 0.74481
7 C -4.25185 -2.56750 0.72654
8 C -4.30988 -1.44264 1.56483
9 C -3.24513 -1.14181 2.41733
10 H 0.24211 0.42110 5.64576
11 H 0.48454 -1.34523 5.69605
12 H 1.27507 -0.39159 4.43487
13 H -1.62317 0.09421 4.25169
14 H -0.14853 -2.42371 3.27156
15 H -1.16472 -3.72930 1.62293
16 H -3.06121 -4.27353 0.09657
17 H -5.08494 -2.79978 0.06218
18 H -5.19101 -0.79667 1.55363
19 H -3.28128 -0.27009 3.07389
20 F 4.91054 1.24344 -3.04999
21 C 4.23889 0.59540 -2.03622
22 C 3.63258 -0.62077 -2.34005
23 C 2.94094 -1.27279 -1.30625
24 C 2.88529 -0.71663 -0.03974
25 C 3.51087 0.53089 0.28205
26 C 3.36037 0.97086 1.62588
27 C 3.95640 2.06667 2.31270
28 C 3.61153 2.19206 3.69775
29 C 4.09902 3.21648 4.49025
30 C 4.96351 4.17856 3.93984
31 C 5.33385 4.08176 2.59150
32 C 4.85771 3.04425 1.78890
33 C 4.19653 1.19549 -0.78131
34 H 3.68818 -1.04151 -3.34121
35 H 2.44274 -2.22373 -1.50359
36 H 2.34691 -1.22470 0.76116
37 H 2.72892 0.32597 2.24058
38 H 2.94120 1.43699 4.11387
39 H 3.80760 3.27034 5.54127
40 H 5.34202 4.98759 4.56361
41 H 6.00960 4.82841 2.16356
42 H 5.19030 2.98992 0.75855
43 H 4.66899 2.15853 -0.64404

Results
Multiplicity = 1
Highest occupied orbital energy = -10.247 eV
Calculated total energy = -25847.7059 eV
Energy above the lowest of the compared OMol25 structures with the same formula, charge and spin = 0.676 eV
Gap between HOMO and LUMO = 4.01 eV
LUMO level = -6.24 eV
Net charge = +1

natural (NBO) population analysis, charges in e, atoms 1 to 4: C -0.64; C -0.18; C -0.19; C -0.09


# 2
Computed, not measured: C46H48N13PbSb2Se as an isolated structure, with ωB97M-V/def2-TZVPD.

Atoms and positions in Å:
1 Pb 0.29807 -0.07052 0.16207
2 C 3.91708 1.66705 -6.27089
3 C 3.07655 1.05018 -5.19054
4 C 2.76021 -0.30838 -5.18887
5 C 2.03087 -0.87145 -4.16688
6 C 1.52210 -0.13407 -3.08047
7 N 0.79011 -0.76219 -2.08871
8 C 0.05367 -1.87171 -2.49644
9 C -0.79850 -1.82742 -3.61365
10 C -1.59832 -2.88565 -3.98897
11 C -1.62808 -4.07102 -3.25256
12 C -2.55633 -5.19691 -3.60476
13 C -0.78061 -4.14572 -2.16123
14 C 0.05954 -3.09278 -1.81229
15 N 1.00860 -3.37673 -0.78188
16 C 1.81329 -4.45590 -0.72758
17 C 2.48779 -4.41299 0.47055
18 C 2.01160 -3.25121 1.09200
19 N 1.12067 -2.63504 0.32907
20 C 1.85671 1.22684 -3.09205
21 C 2.62415 1.78622 -4.11222
22 N 1.45404 2.13935 -2.06177
23 C 1.09635 3.42473 -2.23669
24 C 1.07572 4.03233 -1.00268
25 C 1.45075 3.01932 -0.11598
26 N 1.68331 1.88013 -0.75847
27 H 3.68173 1.23901 -7.24470
28 H 4.98009 1.50029 -6.08916
29 H 3.75816 2.74284 -6.33184
30 H 3.10874 -0.94172 -5.99388
31 H 1.82569 -1.93406 -4.19571
32 H -0.79381 -0.92943 -4.21916
33 H -2.23013 -2.78343 -4.86178
34 H -2.92479 -5.09352 -4.62384
35 H -3.42435 -5.21290 -2.94174
36 H -2.06306 -6.16495 -3.52207
37 H -0.74704 -5.04725 -1.56111
38 H 1.84726 -5.15490 -1.54333
39 H 3.20386 -5.11967 0.84151
40 H 2.26224 -2.83323 2.05298
41 H 2.88715 2.83322 -4.03735
42 H 0.88282 3.80618 -3.21845
43 H 0.82573 5.05238 -0.78115
44 H 1.54080 3.04546 0.95664
45 Se -4.27781 7.13999 -0.11435
46 N -3.52667 6.21952 1.22035
47 C -3.03310 5.12271 0.70500
48 C -2.32634 4.10356 1.48368
49 C -2.09487 4.24275 2.85024
50 C -1.39016 3.26071 3.51179
51 C -0.94454 2.16243 2.77823
52 N -1.17717 2.01124 1.48491
53 C -1.84886 2.96476 0.83670
54 C -2.03376 2.78182 -0.61950
55 N -1.53804 1.66768 -1.16761
56 C -1.68184 1.49022 -2.47015
57 C -2.32159 2.40380 -3.30558
58 C -2.83385 3.55199 -2.74578
59 C -2.69206 3.75181 -1.37419
60 C -3.20843 4.95029 -0.70937
61 N -3.84319 5.90884 -1.33409
62 H -2.46300 5.12260 3.35942
63 H -1.17568 3.33224 4.56691
64 H -0.36886 1.37870 3.25136
65 H -1.26031 0.57424 -2.86391
66 H -2.40472 2.20368 -4.36304
67 H -3.34028 4.30178 -3.33845
68 C -4.54009 -0.89141 1.53004
69 Sb -2.88996 -1.45187 0.29177
70 C -4.12330 -2.19334 -1.28829
71 C -2.42715 -3.43853 1.05350
72 C -3.36576 -4.05970 2.03083
73 C -4.22803 -5.03674 1.53007
74 C -5.12693 -5.71221 2.33224
75 C -5.16844 -5.42307 3.68529
76 C -4.32424 -4.45359 4.19499
77 C -3.42239 -3.74340 3.40177
78 C -2.65659 -2.65396 4.13549
79 Sb -0.60526 -2.05875 3.78390
80 C 0.29133 -3.91941 4.33934
81 C -0.46507 -1.16029 5.72554
82 H -4.96885 -1.77967 1.98912
83 H -5.28273 -0.42718 0.88427
84 H -4.24601 -0.17812 2.29410
85 H -4.81835 -2.91931 -0.86745
86 H -3.50191 -2.66548 -2.04368
87 H -4.68440 -1.38134 -1.74488
88 H -1.40206 -3.42186 1.41670
89 H -2.41215 -4.03621 0.13896
90 H -4.17605 -5.27585 0.47436
91 H -5.77774 -6.46235 1.90668
92 H -5.84862 -5.94679 4.34151
93 H -4.36297 -4.22652 5.25289
94 H -2.65381 -2.91560 5.19634
95 H -3.21367 -1.71661 4.07080
96 H -0.27575 -4.34636 5.16456
97 H 1.31746 -3.75172 4.65775
98 H 0.28886 -4.61300 3.50234
99 H -0.64641 -1.91409 6.48984
100 H -1.21128 -0.37310 5.82090
101 H 0.52273 -0.72949 5.87511
102 N 4.89990 -1.36146 0.63901
103 C 5.41317 -0.68227 1.68346
104 N 6.73520 -0.74579 1.89994
105 N 4.69347 0.03583 2.51050
106 C 3.41143 0.09548 2.29981
107 N 2.26537 0.18398 2.16012
108 H 5.48339 -1.83767 -0.02521
109 H 3.91842 -1.28397 0.42773
110 H 7.35294 -1.28113 1.31976
111 H 7.10149 -0.25873 2.69842

Results
Multiplicity = 1
Highest occupied orbital energy = -9.192 eV
Calculated total energy = -151517.3564 eV
Energy above the lowest of the compared OMol25 structures with the same formula, charge and spin = 0.255 eV
Gap between HOMO and LUMO = 6.50 eV
LUMO level = -2.70 eV
Net charge = +1

Löwdin population analysis, charges in e, atoms 1 to 4: Pb 1.18; C -0.05; C -0.28; C -0.03


# 3
Computed, not measured: an isolated ion of composition C4H7Br2N2O and charge +1, with ωB97M-V/def2-TZVPD.

Atoms and positions in Å:
1 C -1.25830 0.30269 -0.30899
2 C -2.60550 -0.60230 1.57496
3 C 1.27562 0.36989 0.20103
4 C 2.59640 0.36559 -0.48701
5 N 0.18144 0.09101 -0.43615
6 N -2.23366 0.11777 0.54867
7 O 0.44221 0.00824 -1.83222
8 Br 3.02215 -1.81766 -0.52367
9 Br 4.02415 1.23462 0.49711
10 H -1.37501 0.76124 -1.25547
11 H -3.48039 -0.44128 2.07070
12 H -2.00092 -1.22552 2.08820
13 H 1.28969 0.63669 1.24889
14 H 2.43257 0.56146 -1.50862
15 H -3.00656 0.64103 0.15117
16 H 0.69612 -1.00347 -2.02860

Results
Multiplicity = 1
Highest occupied orbital energy (spin up / spin down) = -12.035 / -12.043 eV
Calculated total energy = -149361.0342 eV
Energy above the lowest of the compared OMol25 structures with the same formula, charge and spin = 0.540 eV
Gap between HOMO and LUMO (spin up / spin down) = 6.44 / 6.45 eV
LUMO level (spin up / spin down) = -5.60 / -5.59 eV
Net charge = +1

natural (NBO) population analysis, charges in e, atoms 1 to 4: C -0.06; C -0.15; C 0.10; C -0.29


# 4
Computed, not measured: C46H46F3Li2N8O6 as an isolated structure, with ωB97M-V/def2-TZVPD.

Atoms and positions in Å:
1 Li -2.65177 10.63237 -27.29131
2 Li -2.44970 10.56032 -29.95048
3 C -2.83706 8.08256 -27.65427
4 O -3.10089 8.70134 -26.39430
5 O -2.89833 9.05592 -28.57599
6 C -1.57834 7.22359 -27.70422
7 F -1.43679 6.75726 -28.95890
8 F -0.42396 7.81225 -27.36738
9 F -1.72460 6.15056 -26.89249
10 C -2.69195 8.21027 -25.12423
11 C -3.30031 9.09187 -24.08486
12 H -4.38492 8.94839 -24.05646
13 H -2.93241 8.92375 -23.07678
14 H -3.17929 10.14577 -24.36289
15 H -1.61222 8.06369 -25.03765
16 H -3.10374 7.20047 -24.97619
17 H -3.67522 7.38945 -27.85315
18 C -4.35197 6.15119 -31.08751
19 C -3.90328 5.41373 -32.17762
20 C -4.67970 5.25695 -33.32330
21 C -5.85275 5.97903 -33.37355
22 C -6.28972 6.74711 -32.32277
23 C -5.54654 6.85483 -31.15767
24 N -6.72428 5.84226 -34.54884
25 O -7.86349 6.22153 -34.44604
26 O -6.22839 5.35464 -35.55089
27 H -3.73957 6.18291 -30.19220
28 H -2.95588 4.88999 -32.10552
29 H -4.28315 4.67514 -34.13970
30 H -7.24462 7.25413 -32.36876
31 H -5.85126 7.51733 -30.36018
32 C -6.21318 8.19099 -26.87070
33 C -6.16534 6.90732 -26.29982
34 C -7.09560 5.95039 -26.62630
35 C -8.09548 6.28568 -27.53525
36 C -8.09180 7.48385 -28.20001
37 C -7.16379 8.45398 -27.83919
38 N -9.15896 5.30694 -27.79565
39 O -10.09342 5.67910 -28.48449
40 O -9.03195 4.20444 -27.32714
41 H -5.47020 8.90906 -26.55462
42 H -5.27383 6.69837 -25.71723
43 H -7.11402 4.95051 -26.21767
44 H -8.83986 7.72084 -28.94380
45 H -7.25376 9.43807 -28.28442
46 N -0.87024 10.88330 -26.24377
47 C -0.56685 11.29597 -25.01875
48 C 0.73631 11.42817 -24.58089
49 C 1.75698 11.26573 -25.49336
50 C 1.45562 10.87360 -26.78773
51 C 0.12706 10.65289 -27.09827
52 H -1.38393 11.53315 -24.34815
53 H 0.97531 11.62867 -23.54597
54 H 2.78297 11.49107 -25.22950
55 H 2.18796 10.85143 -27.58331
56 H -0.19482 10.32980 -28.08297
57 N -5.10837 13.94186 -24.95029
58 C -5.07236 12.80034 -24.27709
59 C -5.12560 12.70905 -22.89933
60 C -5.24409 13.87650 -22.16771
61 C -5.36345 15.07693 -22.84951
62 C -5.26635 15.04635 -24.23624
63 H -4.96867 11.90202 -24.88187
64 H -5.11610 11.77101 -22.35938
65 H -5.15679 13.88948 -21.08822
66 H -5.52426 16.02494 -22.35716
67 H -5.20813 15.98503 -24.78024
68 N 2.93682 4.47503 -24.48601
69 C 3.98064 5.26431 -24.31295
70 C 4.05632 6.54207 -24.87217
71 C 3.00591 6.99689 -25.64426
72 C 1.93385 6.14384 -25.87508
73 C 1.96632 4.88106 -25.29554
74 H 4.79729 4.90263 -23.69914
75 H 4.92074 7.16419 -24.67093
76 H 2.96843 7.98883 -26.07224
77 H 1.08455 6.38313 -26.49197
78 H 1.18357 4.14633 -25.44853
79 N -0.86996 9.73930 -30.96703
80 C -0.88321 8.45414 -31.31760
81 C 0.25475 7.72191 -31.58023
82 C 1.48160 8.37215 -31.56020
83 C 1.51831 9.66034 -31.04908
84 C 0.32284 10.31744 -30.83863
85 H -1.82364 7.92130 -31.21999
86 H 0.16924 6.68088 -31.85842
87 H 2.40215 7.81794 -31.69436
88 H 2.46307 10.18276 -30.97494
89 H 0.33627 11.36821 -30.55953
90 N -4.06930 10.46183 -31.31608
91 C -4.13262 10.54774 -32.64897
92 C -5.31788 10.55143 -33.35149
93 C -6.50200 10.47943 -32.64197
94 C -6.45106 10.55194 -31.25861
95 C -5.22267 10.51179 -30.64470
96 H -3.17530 10.61229 -33.15447
97 H -5.26258 10.62110 -34.42853
98 H -7.42169 10.34066 -33.19590
99 H -7.38993 10.57571 -30.72106
100 H -5.13482 10.40483 -29.56648
101 N 0.25048 2.59769 -28.64858
102 C 0.17822 2.02378 -29.84767
103 C -0.83253 2.23980 -30.76579
104 C -1.83218 3.13263 -30.41909
105 C -1.85731 3.64711 -29.13699
106 C -0.79688 3.32768 -28.29383
107 H 0.94562 1.28658 -30.06819
108 H -0.82750 1.75411 -31.73029
109 H -2.67638 3.36905 -31.06074
110 H -2.55305 4.40935 -28.82095
111 H -0.72943 3.79655 -27.31605

Results
Multiplicity = 1
Highest occupied orbital energy = -11.248 eV
Calculated total energy = -81207.8735 eV
Energy above the lowest of the compared OMol25 structures with the same formula, charge and spin = 0.000 eV
Gap between HOMO and LUMO = 7.89 eV
LUMO level = -3.36 eV
Net charge = +1

Löwdin population analysis, charges in e, atoms 1 to 4: Li 0.68; Li 0.65; C -0.47; O -0.17


# 5
Computed, not measured: C14H23BrCl3CsF3N2O6P as an isolated structure, with ωB97M-V/def2-TZVPD.

Atoms and positions in Å:
1 C 5.22848 0.61918 -0.13371
2 C 5.57910 2.21721 -0.24363
3 C 4.16249 2.95929 -0.53073
4 O 4.24786 4.38816 -0.83173
5 C 3.04321 4.84437 -1.57898
6 N 1.78921 4.17778 -1.13381
7 C 0.97054 4.51491 0.03893
8 C 1.14847 5.66855 1.12070
9 F 1.63059 6.89599 0.61646
10 F 1.97520 5.26811 2.20421
11 F -0.16935 5.92917 1.64787
12 C -0.25408 3.58091 0.21284
13 N -0.08988 2.69055 -0.93036
14 C -0.91067 1.51755 -1.37415
15 Cl -2.42172 1.65705 -2.37930
16 C -0.38789 0.23682 -0.97430
17 C -1.06502 -1.17101 -1.32713
18 Cl 1.17804 0.14334 0.01393
19 C 1.06177 3.05006 -1.71210
20 O 1.48466 2.40668 -2.89217
21 H 6.15342 -0.02522 0.04409
22 H 4.46046 0.55012 0.73368
23 H 4.64859 0.36531 -1.09010
24 H 6.37198 2.34825 -1.07884
25 H 5.98150 2.49761 0.82931
26 H 3.72516 2.45684 -1.48389
27 H 3.44698 2.69330 0.32307
28 H 2.93753 5.98191 -1.30699
29 H 3.21977 4.81953 -2.71240
30 H -1.07877 3.55118 0.99595
31 H -1.76868 -1.02653 -2.21333
32 H -0.23176 -1.95000 -1.52447
33 H -1.61631 -1.50843 -0.36369
34 H 2.07495 1.64373 -2.68344
35 C -2.90098 -6.34013 3.56739
36 O -3.28459 -6.44646 2.21140
37 P -3.63027 -4.91608 1.45692
38 O -5.04119 -4.92487 2.11976
39 O -3.69868 -5.65843 -0.01930
40 C -4.28875 -6.94014 -0.14763
41 O -3.94671 -3.38772 0.69531
42 C -5.20481 -3.16506 0.08616
43 H -2.52749 -7.31178 3.90022
44 H -2.10532 -5.59658 3.67831
45 H -3.75929 -6.06073 4.18342
46 H -5.10415 -7.08888 0.56463
47 H -3.52441 -7.70726 -0.00362
48 H -4.68865 -7.04023 -1.16083
49 H -6.00551 -3.15014 0.82853
50 H -5.40859 -3.92976 -0.67094
51 H -5.17901 -2.18787 -0.40602
52 Cl -5.04223 -3.56836 3.69341
53 Cs 6.80857 4.38054 -0.00764
54 Br 2.00617 7.04766 -2.85132

Results
Multiplicity = 1
Highest occupied orbital energy = -4.612 eV
Calculated total energy = -155741.5181 eV
Gap between HOMO and LUMO = 2.37 eV
LUMO level = -2.24 eV
Net charge = 0

Löwdin population analysis, charges in e, atoms 1 to 4: C -0.09; C -0.54; C -0.26; O -0.38